No. 1
A structure of composition H22Li3O15S, computed with ωB97M-V/def2-TZVPD.

Last column: Mulliken charge in e.
Geometry (Å):
H 2.288 -0.959 0.655  0.35
O 0.892 -2.618 -3.456  -0.54
H 0.188 -1.522 1.794  0.20
O 1.087 -2.915 -0.634  -0.73
H -4.272 2.800 0.316  0.32
H 2.018 0.506 2.201  0.35
H -2.332 -0.421 1.215  0.31
H -3.620 -0.397 2.010  0.35
H 2.486 1.152 -3.545  0.28
O 0.027 -2.250 2.393  -0.43
O -2.125 -1.841 -2.275  -0.62
O 0.848 -0.195 0.983  -0.65
O 2.810 0.854 2.612  -0.44
H -1.537 -1.560 -1.574  0.39
H 0.457 -2.195 -0.647  0.27
H 0.877 -3.389 -4.023  0.29
Li -0.465 2.905 -1.458  0.88
O 3.100 -1.405 0.414  -0.57
H -0.996 1.339 1.885  0.27
O 0.701 1.546 -0.629  -0.83
H 2.808 1.785 2.388  0.37
O -4.001 1.890 0.437  -0.57
H 3.597 -0.749 -0.075  0.37
O -2.991 -0.995 1.606  -0.58
H -2.470 -2.682 -1.976  0.32
H 1.138 4.025 1.018  0.31
H 1.785 1.237 -2.206  0.32
H -1.271 2.619 2.645  0.29
H 1.824 -2.579 -0.123  0.50
H 1.410 2.742 0.261  0.37
O 1.817 3.369 0.859  -0.58
H 0.994 -2.972 -2.572  0.35
H -0.263 -1.833 3.205  0.40
Li -2.746 0.894 -0.896  0.81
H -3.841 1.810 1.377  0.27
O -1.246 0.726 0.412  -0.52
O -0.104 -0.687 -1.184  -0.44
Li 0.333 -0.671 -3.145  0.79
S 0.045 0.344 -0.106  0.95
O -1.246 1.668 2.749  -0.63
O 1.999 0.626 -2.911  -0.56

Properties
HOMO energy (alpha / beta) in eV: -17.170 / -16.085
2S+1: 2
Net charge: +2
⟨S²⟩: 0.76


No. 2
A cluster of 11 separate species, H22N2O12 in total, computed with ωB97M-V/def2-TZVPD.

Last column: Mulliken charge in e.
Geometry (Å):
O -2.977 1.325 -1.856  -0.62
H -1.054 -3.711 -0.353  0.24
O -2.694 -1.160 -0.322  -0.73
H -3.206 -0.580 0.216  0.40
O 1.388 -0.477 -3.226  -0.65
O 2.821 -1.939 0.863  -0.62
H 4.048 -0.458 -1.864  0.31
O -0.971 2.587 0.596  -0.54
H -2.917 0.476 -1.439  0.30
H 3.222 -1.269 1.374  0.32
H -2.608 1.064 -2.779  0.34
H 1.021 1.101 -0.235  0.33
O 3.237 -0.365 -1.360  -0.66
H -0.554 0.554 0.475  0.18
H -0.904 3.539 0.525  0.24
O 1.222 1.636 3.124  -0.66
H 0.633 -0.466 -0.147  0.21
O 0.477 2.310 -2.841  -0.53
H 0.878 3.061 -2.565  0.26
H 1.446 -1.479 -3.133  0.29
H -2.056 -1.591 0.325  0.29
N 0.214 0.464 -0.206  -0.10
O -1.230 0.000 2.771  -0.64
O -1.657 -1.998 3.451  -0.65
H 1.425 2.457 3.646  0.28
H -0.315 -3.272 0.774  0.22
H 2.406 -2.509 1.373  0.24
H 0.824 2.303 -3.749  0.29
O -3.219 -0.628 3.160  -0.60
N -2.060 -0.916 3.071  0.84
H 1.920 -0.189 -2.436  0.39
H 0.445 1.089 2.998  0.47
H 3.320 -1.175 -0.771  0.37
O -0.580 -3.052 0.049  -0.49
H -0.454 0.798 -0.960  0.34
H -1.507 2.473 1.464  0.31

Properties
HOMO energy in eV: -8.150
2S+1: 1
Net charge: 0
ΔE to the lowest compared entry with this formula, charge and spin in kcal per mole: 19.7


No. 3
A cluster of 10 separate species, H22NO9 in total, computed with ωB97M-V/def2-TZVPD.

Last column: Mulliken charge in e.
Geometry (Å):
H 8.569 22.051 4.101  0.30
N 11.475 23.327 6.618  -0.04
H 8.978 21.445 8.832  0.31
O 9.927 26.082 7.227  -0.63
H 10.631 26.519 7.903  0.32
H 8.019 21.752 7.638  0.31
O 9.353 22.624 4.287  -0.64
O 10.824 25.312 4.041  -0.45
H 13.367 20.076 8.116  0.30
H 11.334 24.968 3.416  0.20
H 12.189 22.650 6.503  0.15
O 13.329 25.203 7.878  -0.54
H 11.182 20.002 4.729  0.29
O 13.777 20.936 8.099  -0.52
H 14.564 23.359 4.364  0.29
H 11.365 23.522 10.921  0.26
H 11.324 23.619 7.460  0.36
H 13.244 26.023 8.244  0.26
H 12.530 23.917 10.557  0.24
H 11.660 24.194 5.938  0.21
H 14.569 20.835 7.903  0.23
H 10.298 26.267 6.412  0.30
O 11.661 20.350 5.469  -0.57
O 11.880 23.454 10.206  -0.48
H 13.958 21.736 4.614  0.29
O 14.035 22.701 4.893  -0.59
H 8.953 23.428 4.797  0.33
H 13.568 25.653 7.039  0.28
H 10.367 25.837 3.523  0.24
H 10.958 22.671 6.242  0.30
O 8.774 22.112 8.200  -0.62
H 12.581 20.136 5.148  0.29

Properties
HOMO energy in eV: -14.248
2S+1: 1
Net charge: +1
ΔE to the lowest compared entry with this formula, charge and spin in kcal per mole: 142.6


No. 4
A structure of composition H22NeO11, computed with ωB97M-V/def2-TZVPD.

Last column: Mulliken charge in e.
Geometry (Å):
Ne 0.297 -0.349 -1.087  0.01
H -2.749 2.565 -1.286  0.31
H 2.627 -0.453 3.413  0.32
H -1.496 -2.329 -2.538  0.27
H -0.219 1.429 1.999  0.29
H 2.656 -3.163 1.442  0.32
H 2.603 0.893 -3.220  0.30
H 1.123 1.838 1.428  0.35
O 2.485 -3.313 0.512  -0.64
O 2.523 -0.664 2.485  -0.62
H -0.764 -0.984 1.200  0.25
H 1.091 3.228 -0.376  0.46
H -2.838 0.979 1.571  0.28
H -1.113 4.687 -0.446  0.28
H 1.788 2.147 -1.174  0.28
H -2.037 0.888 0.290  0.37
O -1.465 -2.448 -1.589  -0.65
H -0.092 -2.338 1.121  0.38
H -1.079 -3.617 -0.076  0.36
H 1.554 -3.533 0.473  0.29
O 1.880 2.686 -0.388  -0.66
H -0.975 3.180 -0.405  0.37
O -0.066 -1.507 1.595  -0.57
H -2.368 -2.649 -1.342  0.31
H -1.345 -4.618 1.028  0.30
O -0.465 3.984 -0.499  -0.69
O 0.572 1.928 2.206  -0.64
O 1.743 1.297 -3.106  -0.62
H -1.882 1.801 -2.264  0.24
O -0.637 -4.153 0.583  -0.61
O -2.057 1.906 -1.329  -0.63
H 1.196 0.891 -3.778  0.28
O -2.067 0.560 1.189  -0.68
H 1.579 -0.769 2.367  0.36

Properties
HOMO energy in eV: -9.626
2S+1: 1
Net charge: 0
ΔE to the lowest compared entry with this formula, charge and spin in kcal per mole: 30.2


No. 5
A structure of composition H22O11, computed with ωB97M-V/def2-TZVPD.

Last column: Mulliken charge in e.
Geometry (Å):
H 4.767 1.140 -0.348  0.29
H 1.361 -0.242 -0.266  0.27
O 3.075 -0.835 -1.783  -0.58
H 1.067 2.154 -1.325  0.31
O -0.669 -0.354 -2.336  -0.61
H 4.812 -3.701 2.376  0.32
H 3.818 -0.594 -2.347  0.28
H -0.623 4.334 1.970  0.30
H -4.584 -1.059 0.387  0.28
H -0.382 -0.818 -1.541  0.41
O -2.955 -1.648 1.687  -0.49
H -0.082 0.409 -2.386  0.25
H 2.418 -1.182 -2.397  0.30
O 1.253 2.862 -0.699  -0.65
O 4.454 1.055 0.559  -0.60
O 0.400 -0.198 -0.203  -0.57
H -0.765 3.242 3.017  0.30
H -4.420 -2.327 -1.869  0.31
O -4.222 -0.606 1.157  -0.58
H 3.549 -3.322 1.619  0.31
O -1.743 2.722 -0.758  -0.57
O -1.015 3.465 2.114  -0.60
H -2.966 -1.692 2.650  0.26
H -1.558 3.208 -1.570  0.28
H -4.902 -0.712 1.832  0.31
O 4.125 -4.071 1.809  -0.63
H 4.648 0.139 0.790  0.29
H 0.898 3.651 -1.124  0.28
H -3.097 -2.734 -1.241  0.31
O -3.857 -3.094 -1.711  -0.63
H -2.022 -1.536 1.469  0.21
H 0.205 -0.576 0.662  0.26
H -0.988 2.918 -0.191  0.35

Properties
HOMO energy in eV: -7.403
2S+1: 1
Net charge: 0
ΔE to the lowest compared entry with this formula, charge and spin in kcal per mole: 156.4


No. 6
A cluster of 11 separate species, H22O11 in total, computed with ωB97M-V/def2-TZVPD.

Last column: Mulliken charge in e.
Geometry (Å):
H -12.582 14.764 -7.575  0.16
O -13.939 11.960 -7.173  -0.70
H -10.201 11.865 -7.899  0.37
H -11.841 11.287 -10.199  0.34
O -11.323 16.892 -7.939  -0.54
O -15.089 16.361 -7.518  -0.61
H -11.370 14.480 -8.437  0.10
H -14.175 13.772 -10.783  0.30
H -9.063 15.431 -9.150  0.26
O -14.601 13.413 -10.005  -0.65
H -12.242 16.535 -10.500  0.32
H -14.917 13.332 -6.508  0.40
H -16.252 13.815 -5.982  0.32
O -8.831 14.502 -9.153  -0.60
H -13.925 13.437 -9.328  0.30
H -8.438 14.350 -8.294  0.33
O -11.642 12.264 -5.337  -0.55
H -11.594 12.604 -9.495  0.22
H -15.861 16.831 -7.204  0.26
H -11.862 17.561 -7.515  0.26
O -12.193 14.094 -8.138  -0.08
H -8.894 11.103 -7.863  0.28
H -14.987 15.631 -6.907  0.36
H -10.984 12.747 -5.837  0.26
O -11.300 11.694 -9.523  -0.68
H -10.455 17.004 -7.553  0.28
O -9.414 11.737 -7.370  -0.61
H -11.192 12.010 -4.531  0.28
O -11.413 16.303 -10.918  -0.62
O -15.309 13.908 -5.851  -0.70
H -13.718 11.394 -6.433  0.27
H -10.744 16.686 -10.351  0.29
H -13.114 12.387 -7.404  0.37

Properties
HOMO energy in eV: -10.912
2S+1: 1
Net charge: 0
ΔE to the lowest compared entry with this formula, charge and spin in kcal per mole: 30.0


No. 7
A cluster of 11 separate species, H22O11 in total, computed with ωB97M-V/def2-TZVPD.

Last column: Mulliken charge in e.
Geometry (Å):
O 1.008 4.586 1.128  -0.62
H -5.302 0.479 0.822  0.30
H -1.691 -1.073 -3.056  0.32
O 3.005 -3.013 0.211  -0.61
H 0.516 5.262 1.764  0.31
O 0.091 -1.304 2.040  -0.63
O -1.426 -1.932 -2.805  -0.58
H 2.108 1.961 2.539  0.27
O -2.279 1.714 -0.777  -0.59
O 2.417 2.002 -1.704  -0.61
H 2.814 -2.301 1.853  0.35
H 2.436 1.317 -2.321  0.30
H -3.939 0.180 0.708  0.38
H 1.224 4.920 0.254  0.31
O 1.541 -1.020 -4.401  -0.60
O -3.597 -1.472 1.596  -0.64
H 3.540 -2.764 -0.468  0.27
H 2.275 -1.292 -4.916  0.29
H -2.455 2.625 -1.069  0.30
H 0.841 -1.451 -4.966  0.32
H -0.958 -2.024 -2.083  0.25
O 1.690 2.323 3.257  -0.58
H 1.252 1.497 3.493  0.32
H 2.423 -0.807 2.176  0.25
O 2.783 -1.603 2.362  -0.59
H 0.694 -1.913 1.757  0.32
H 2.435 -3.631 -0.310  0.31
H -3.156 1.405 -0.789  0.34
H -0.505 -0.974 1.276  0.31
O -4.672 0.633 0.081  -0.72
H -3.507 -2.140 0.847  0.34
H -4.090 -1.832 2.302  0.30
H 2.485 1.643 -0.802  0.30

Properties
HOMO energy in eV: -10.868
2S+1: 1
Net charge: 0
ΔE to the lowest compared entry with this formula, charge and spin in kcal per mole: 115.9


No. 8
A cluster of 11 separate species, H22O11 in total, computed with ωB97M-V/def2-TZVPD.

Last column: Mulliken charge in e.
Geometry (Å):
H -1.984 -0.206 -2.949  0.33
H 0.267 0.294 0.570  0.32
H 1.956 0.827 2.191  0.39
H -0.715 2.426 -1.933  0.28
O 2.977 -0.822 2.146  -0.67
H 0.112 1.185 -2.249  0.29
O 2.824 -1.717 -0.931  -0.65
O -1.562 -2.398 1.737  -0.64
O -0.594 -0.148 0.463  -0.60
O -0.246 1.698 -1.511  -0.60
H 2.635 -0.802 1.243  0.31
O -1.469 -0.221 -3.780  -0.60
H -0.851 -3.033 1.612  0.29
H 1.911 2.704 0.433  0.48
O -0.282 1.140 3.828  -0.63
H 3.190 -1.201 -1.660  0.34
O 2.098 3.562 -0.015  -0.66
H -0.978 0.260 -0.329  0.31
H -0.668 0.946 4.688  0.29
H -1.958 -0.808 -4.366  0.31
H 0.936 1.981 2.265  0.31
H -0.903 0.768 3.186  0.32
O 1.434 1.441 1.635  -0.72
H 3.932 -0.735 2.043  0.31
O -1.827 -3.086 -1.918  -0.61
H -3.682 -0.747 -1.323  0.31
H 2.145 4.206 0.698  0.27
H -3.448 0.721 -0.965  0.27
H -0.877 -3.179 -2.041  0.31
H -1.234 -1.567 1.332  0.42
O -3.120 0.013 -1.531  -0.63
H -1.957 -2.145 -1.768  0.28
H 1.937 -1.356 -0.801  0.29

Properties
HOMO energy in eV: -10.526
2S+1: 1
Net charge: 0
ΔE to the lowest compared entry with this formula, charge and spin in kcal per mole: 27.6


No. 9
A cluster of 11 separate species, H22O11 in total, computed with ωB97M-V/def2-TZVPD.

Last column: Mulliken charge in e.
Geometry (Å):
H 0.264 0.091 4.691  0.28
H 2.491 4.341 -0.595  0.27
H 2.424 -2.748 3.117  0.28
O -2.263 1.212 1.800  -0.61
H -0.422 3.800 -3.488  0.32
H -1.514 0.935 1.394  0.32
O -1.645 -3.190 1.255  -0.64
O 1.784 3.756 -0.933  -0.67
O 0.418 -3.222 -2.588  -0.61
O 2.172 -1.747 -2.854  -0.63
H 0.979 4.160 -0.594  0.37
H 2.632 -2.665 -2.989  0.32
O 1.525 -2.553 2.858  -0.60
H -0.130 -0.187 3.278  0.30
O 0.535 -0.341 3.890  -0.60
H 1.555 -1.545 2.842  0.33
H 0.564 3.799 2.293  0.30
H 0.098 3.147 -2.081  0.34
H -3.469 -1.990 -2.292  0.32
H -0.858 -2.718 1.582  0.34
O -3.416 -1.101 -2.662  -0.62
H 1.326 -2.016 -3.287  0.35
H -0.476 -0.586 -0.728  0.28
O 0.046 -0.251 0.050  -0.59
H -2.681 0.510 2.321  0.30
H -0.528 -3.466 -2.599  0.28
H 0.602 -3.446 -3.442  0.31
O -0.612 3.462 -2.579  -0.64
H -2.242 -3.199 2.040  0.30
H -2.387 -1.001 -2.699  0.30
H 0.453 0.604 -0.084  0.29
O 1.128 3.648 1.531  -0.60
H 1.645 4.506 1.553  0.31

Properties
HOMO energy in eV: -10.496
2S+1: 1
Net charge: 0
ΔE to the lowest compared entry with this formula, charge and spin in kcal per mole: 101.6


No. 10
A structure of composition H22O19S2Zn2, computed with ωB97M-V/def2-TZVPD.

Last column: Mulliken charge in e.
Geometry (Å):
O 1.089 2.617 -2.262  -0.25
H 3.380 0.021 -2.369  0.32
H -4.677 -2.111 -1.492  0.31
H -1.634 -0.602 -2.999  0.32
O -2.551 -2.107 1.635  -0.69
O 4.106 2.848 0.128  -0.41
H -3.296 -2.206 1.041  0.34
H 1.580 -2.201 -1.472  0.31
H -1.662 -0.971 4.163  0.32
H 1.606 1.839 -2.468  0.34
O 1.426 -0.708 -0.251  -1.00
Zn 0.089 2.990 -0.564  0.23
H -3.257 -1.655 -1.235  0.36
O 1.695 -3.122 -1.705  -0.71
O -0.001 1.201 -0.064  0.08
H -0.262 3.810 1.918  0.31
O -0.905 -1.114 -0.175  -0.73
H 0.973 -3.572 -1.266  0.45
O 3.246 3.577 2.200  -0.45
S 0.155 -0.200 0.247  1.38
H -1.264 -4.183 -0.153  0.33
O 1.997 -2.423 2.222  -0.39
O 0.373 -0.336 1.675  -0.29
O -4.070 -1.889 -0.787  -0.66
H -1.961 -1.505 1.181  0.28
S 2.954 2.794 1.014  1.23
O 2.472 0.324 -2.382  -0.73
H 2.078 -0.066 -1.602  0.47
O -1.147 -0.172 4.048  -0.64
H -1.625 -1.178 -1.598  0.52
Zn 2.346 -0.401 1.659  0.66
O 2.767 1.386 1.236  -0.36
H -0.436 -0.428 3.461  0.24
H -1.648 3.919 1.318  0.31
O -0.414 -3.743 -0.158  -0.74
O -2.051 -1.268 -2.451  -0.79
H 1.076 -2.550 2.452  0.33
O -1.776 3.025 -1.412  -0.38
H -2.546 2.512 -1.657  0.29
H -2.091 3.928 -1.375  0.32
H -0.626 -2.813 -0.243  0.37
O -0.833 3.422 1.254  -0.40
H 1.263 3.220 -2.985  0.29
O 1.787 3.361 0.397  -0.40
H 2.276 -3.270 1.873  0.32

Properties
HOMO energy (alpha / beta) in eV: -12.649 / -12.649
2S+1: 2
Net charge: +1
⟨S²⟩: 0.76


No. 11
A cluster of 11 separate species, H23O11 in total, computed with ωB97M-V/def2-TZVPD.

Last column: Mulliken charge in e.
Geometry (Å):
H -1.418 3.963 0.427  0.35
O -0.002 -1.941 0.178  -0.71
H 1.529 -0.878 -2.298  0.48
H 1.744 1.645 2.610  0.30
H -1.040 -1.095 -1.064  0.40
O -1.573 -1.352 -1.822  -0.73
H 0.815 -1.476 0.467  0.37
H 1.128 4.345 -1.464  0.31
O 1.251 0.837 2.481  -0.65
H 2.593 -0.373 1.541  0.31
O -2.598 -0.457 3.889  -0.69
O 1.336 -1.555 -3.091  -0.45
H 1.291 -0.973 -3.854  0.38
H -1.606 2.360 1.813  0.44
H 1.328 1.021 -1.608  0.35
O 2.520 -1.013 0.814  -0.65
H 0.253 -2.848 -0.081  0.31
H 0.017 3.278 -1.776  0.33
O -1.234 1.769 2.502  -0.74
H -2.487 -1.576 -1.584  0.34
H 0.299 1.114 2.392  0.38
H 0.585 -2.370 -3.136  0.42
H -2.964 3.893 0.649  0.33
O -2.161 3.361 0.520  -0.71
O 1.838 0.230 -1.452  -0.60
O -0.145 -3.371 -2.448  -0.70
H -1.900 1.091 2.669  0.32
H 3.328 -1.348 0.421  0.26
H 1.842 0.041 -0.492  0.39
O 0.874 3.425 -1.369  -0.64
H -0.860 -2.770 -2.050  0.47
H -1.954 -0.988 4.405  0.33
H -2.897 -1.150 3.268  0.32
H -0.545 -3.830 -3.202  0.37

Properties
HOMO energy in eV: -13.539
2S+1: 1
Net charge: +1
ΔE to the lowest compared entry with this formula, charge and spin in kcal per mole: 42.8


No. 12
A cluster of 12 separate species, H23O12 in total, computed with ωB97M-V/def2-TZVPD.

Last column: Mulliken charge in e.
Geometry (Å):
O 1.526 -1.203 2.000  -0.79
O 0.437 0.596 0.401  0.89
O 2.921 1.623 0.463  -0.67
O -1.229 -2.726 -0.409  -0.64
O 1.457 -2.742 -0.275  -0.71
O 0.949 1.551 3.001  -0.67
H 2.219 -1.459 -1.723  0.36
O 2.204 -0.615 -2.074  -0.66
H -1.322 -0.465 -2.205  0.33
O -0.471 -0.372 -2.621  -0.53
H -2.779 -0.254 -0.366  0.30
H -2.032 -3.233 -0.296  0.30
H -0.542 2.171 -1.903  0.30
H -1.244 2.784 0.014  0.38
H 0.930 1.433 2.063  0.23
H -0.671 1.739 0.810  0.23
H 0.157 0.021 -0.338  -0.59
H 1.136 -0.607 1.312  0.14
H 1.054 -1.104 2.850  0.30
O -2.894 -0.153 -1.308  -0.63
H -2.065 -0.420 2.134  0.28
O -1.474 -0.891 1.517  -0.79
H -0.755 -0.212 1.275  0.33
H 1.262 -0.330 -2.152  0.32
H 3.060 2.570 0.404  0.28
H 0.560 -2.677 -0.585  0.39
H -0.689 -0.029 -3.486  0.25
H 0.356 2.265 3.198  0.32
O -1.328 2.487 0.899  -0.75
H 1.511 -2.377 0.585  0.38
H 0.329 1.741 -0.791  0.06
H -1.316 -2.014 0.185  0.27
H 2.020 1.336 0.481  0.22
O 0.311 2.326 -1.550  -0.71
H -3.587 -0.761 -1.507  0.27

Properties
HOMO energy in eV: -6.394
2S+1: 1
Net charge: -1
ΔE to the lowest compared entry with this formula, charge and spin in kcal per mole: 49.8